# 1
ORCA calculation (ωB97M-V/def2-TZVPD) on 5 unconnected molecules or ions with the total composition C19H31BN7O9PS at a distorted geometry.

Output
energy above the lowest of the compared OMol25 structures with the same formula, charge and spin = 0.000 eV
net charge = 0
energy = -2567.0355 hartree
orbital gap = 6.92 eV

The geometry in XYZ format:
```
69
Properties=species:S:1:pos:R:3:forces:R:3
C -4.1064 2.8358 0.6490 0.0831 0.0640 -0.0458
C -3.1115 2.1935 0.4143 0.1701 -1.1670 0.7891
C -2.0370 1.1730 0.4368 0.2508 0.0154 -0.5553
C -0.8032 1.4727 0.9896 0.0404 0.0960 -0.0048
C 0.3193 0.5493 1.0218 -2.2712 1.1992 -0.3233
N 1.4796 1.0179 1.5798 -0.0308 -2.7606 -0.9066
C 2.4031 0.0513 1.5530 1.3765 -0.0587 0.9169
B 3.8464 0.4368 2.1732 -0.2628 0.9850 -0.0146
N 4.4362 1.6628 1.6415 0.1490 -1.9843 -0.7119
O 4.4769 -0.3083 3.1767 -0.0647 0.0318 -1.2499
C 2.2408 -1.2878 0.9852 -0.3574 0.0770 -0.1188
C 3.3707 -2.3424 1.0012 -1.1182 -0.4092 0.0895
N 1.1061 -1.6745 0.4171 0.5858 1.1332 0.8074
C 0.1053 -0.7407 0.4486 -0.5328 -0.2481 -0.4074
C -1.1818 -1.1118 -0.1567 0.0702 1.3682 0.4423
P -1.5570 -2.7294 -0.9815 -0.8533 -0.7604 -0.2492
C -0.8291 -2.5924 -2.7051 1.0144 1.1268 0.4988
C 0.5922 -1.9366 -2.7180 0.0187 -0.2892 -0.4129
C -0.7336 -4.1717 -0.1558 0.7805 -0.4852 0.5952
C -1.4906 -4.7134 1.1079 0.4189 -0.7526 -0.4767
C -2.2327 -0.1556 -0.1459 0.6695 -0.9657 0.1996
S -3.8560 -0.4706 -0.8642 -0.1369 0.5057 0.1394
H -5.0077 3.3833 0.8999 0.6900 -0.2593 -0.3194
H -0.6726 2.4777 1.4295 0.1027 -0.6663 -0.2873
H 5.4506 1.5906 1.5573 -0.1422 0.5191 0.3665
H 4.0805 1.7996 0.6943 -0.0246 0.4886 0.3557
H 5.4047 -0.4025 2.9109 -0.0922 0.1583 0.6543
H 2.8409 -3.3231 1.0071 0.3999 0.6133 -0.0783
H 3.9709 -2.3150 1.9258 -0.0819 0.2448 -0.6541
H 3.9678 -2.3345 0.0672 -0.1227 0.2666 0.6383
H -1.5006 -1.8908 -3.2510 0.2332 -0.6374 0.2846
H -0.8352 -3.5775 -3.2148 -0.1372 0.4958 0.4547
H 0.9253 -1.7974 -3.7669 -0.0981 -0.1710 0.7148
H 0.5678 -0.9248 -2.2649 -0.0480 -0.6652 -0.2592
H 1.3560 -2.5231 -2.1701 -0.5283 0.1440 -0.2463
H 0.3276 -4.0292 0.1271 -0.5239 0.1199 -0.3608
H -0.7335 -5.0011 -0.9029 -0.1552 0.7933 0.1931
H -1.4202 -5.8263 1.0589 -0.1518 0.7020 0.1653
H -2.5635 -4.4661 1.1136 0.6199 0.0553 0.0444
H -0.9907 -4.4478 2.0667 -0.4743 0.2247 -0.6620
H -4.1091 -1.7901 -0.6468 0.7990 0.4385 0.0645
C 0.5272 2.6815 -4.3903 -0.2621 0.0037 -0.0001
N 0.9456 1.3305 -3.9321 -0.1837 0.0699 -0.1634
O 0.4033 0.3691 -4.4408 0.1252 0.3352 -0.1036
O 1.8059 1.2837 -3.0751 -0.0452 -0.0850 -0.0560
H -0.2417 2.5694 -5.1491 0.0209 -0.1323 0.0728
H 0.1408 3.2129 -3.5245 0.1310 -0.0005 0.0064
H 1.3981 3.1853 -4.7946 0.0082 -0.2684 0.2880
C -0.8420 2.5231 5.1450 0.2708 0.0317 -0.0643
N -2.1484 3.1464 4.7994 0.0455 0.0481 -0.0784
O -2.1311 4.1160 4.0698 -0.0921 -0.0775 0.0659
O -3.1414 2.6358 5.2759 0.0456 0.0519 -0.0413
H -0.0492 3.0779 4.6536 -0.1030 0.0104 -0.0270
H -0.7336 2.5687 6.2256 -0.0882 -0.1049 -0.0303
H -0.8673 1.4944 4.7944 -0.0587 0.0145 0.0966
C 1.3800 6.1635 -7.0253 0.0402 0.0183 -0.2805
N 1.7306 5.2376 -5.9155 0.0806 0.2043 -0.1615
O 2.4704 4.3048 -6.1750 -0.1067 0.2715 0.1715
O 1.2500 5.4814 -4.8254 0.2150 -0.0440 -0.2590
H 1.8757 5.8257 -7.9295 0.0124 -0.0573 0.1011
H 0.2996 6.1389 -7.1432 0.0290 0.0853 0.1104
H 1.7223 7.1558 -6.7433 -0.1208 -0.0283 0.0731
C -2.5824 -3.1707 4.8284 0.1268 0.0660 0.2261
N -3.1763 -4.3475 4.1390 -0.0104 -0.0166 0.0945
O -3.1611 -5.4102 4.7273 -0.0123 0.0353 -0.1226
O -3.6334 -4.1565 3.0328 -0.2112 -0.0041 0.2904
H -2.2154 -3.4856 5.7999 -0.0482 -0.0730 -0.0715
H -1.7690 -2.8039 4.2066 -0.1250 0.0461 -0.0693
H -3.3649 -2.4234 4.9333 0.0526 0.0131 -0.1380
```
Positions in Å, forces in eV/Å.

natural (NBO) population analysis, charges in e, atoms 1 to 5:
1. C -0.183
2. C -0.055
3. C -0.043
4. C -0.202
5. C 0.154



# 2
ORCA calculation (ωB97M-V/def2-TZVPD) on a molecular structure, CH4N2OS at a distorted geometry.

Output
energy above the lowest of the compared OMol25 structures with the same formula, charge and spin = 5.450 eV
net charge = 0
energy = -623.2589 hartree
orbital gap = 8.77 eV

The geometry in XYZ format:
```
9
Properties=species:S:1:pos:R:3:forces:R:3
C 0.3662 0.7943 -1.3516 -1.6165 -1.5708 1.2030
N 0.6427 1.6763 -0.5346 -0.1179 0.6169 -0.7137
N -0.7833 -1.1878 1.5826 -3.2690 1.5590 -1.1690
O -0.4423 -1.3656 0.2006 1.9887 -2.4862 0.8860
S -1.3436 -0.7270 -0.9583 1.6988 2.7362 -0.3108
H 0.9330 0.2955 -2.1210 0.0614 0.2070 -0.6079
H 1.4688 2.2843 -0.7581 -0.6109 -1.0084 0.2653
H -0.1788 -1.5540 2.2549 2.0461 -1.7315 0.0784
H -0.6627 -0.2160 1.6855 -0.1807 1.6779 0.3687
```
Positions in Å, forces in eV/Å.

natural (NBO) population analysis, charges in e, atoms 1 to 5:
1. C 0.142
2. N -0.639
3. N -0.521
4. O -0.580
5. S 0.366



# 3
ORCA calculation (ωB97M-V/def2-TZVPD) on a molecular structure, C31H25F3N6OPSSn.

Output
energy above the lowest of the compared OMol25 structures with the same formula, charge and spin = 0.178 eV
net charge = +1
energy = -2853.3926 hartree
orbital gap = 7.58 eV

The geometry in XYZ format:
```
69
Properties=species:S:1:pos:R:3:forces:R:3
Sn -1.3159 0.3235 -1.6924 0.0319 -0.1778 -0.3364
O -0.9568 2.9253 0.5997 0.2122 0.0957 0.0260
N -2.2994 2.7157 0.3211 -0.1932 -0.0768 0.0110
C -2.9407 2.2456 1.3127 -0.0413 -0.0947 -0.0458
C -2.4445 1.9713 2.6833 0.2005 -0.1391 0.0030
C -3.1315 2.5813 3.7321 -0.0242 0.0603 -0.1022
C -2.7117 2.4263 5.0402 -0.0425 0.0298 0.0631
C -1.6016 1.6437 5.3183 0.0487 -0.0308 0.0510
C -0.9342 1.0042 4.2876 -0.0303 -0.0095 -0.0481
C -1.3458 1.1439 2.9632 -0.0454 0.0520 -0.0775
P -0.5287 0.1481 1.6384 -0.0921 -0.0251 0.2556
C 1.2345 0.3102 2.0927 0.0394 -0.0308 -0.0862
C 1.7513 1.5681 2.4142 -0.0279 -0.0449 -0.0350
C 3.1144 1.7394 2.6118 -0.0204 0.0367 -0.0021
C 3.9803 0.6590 2.4998 0.0085 -0.0338 0.0044
C 3.4766 -0.5946 2.1827 -0.0225 0.0002 -0.0212
C 2.1153 -0.7647 1.9658 0.0245 0.0319 0.0149
C -0.9787 -1.5523 2.1694 0.0810 0.0031 -0.0799
C -2.0146 -2.1584 1.4559 0.0717 -0.0024 0.0758
C -2.4584 -3.4337 1.7851 0.0037 0.0400 -0.0213
C -1.8549 -4.1228 2.8252 -0.0154 -0.0326 0.0080
C -0.8173 -3.5345 3.5378 0.0602 0.0532 0.0153
C -0.3817 -2.2574 3.2159 -0.1212 -0.0349 -0.0225
H -0.6382 3.3075 -0.2253 0.0682 0.0306 -0.0349
H -3.9974 2.1038 1.1019 0.0255 0.0071 0.0562
H -3.9922 3.2012 3.5082 0.0142 -0.0175 0.0176
H -3.2488 2.9158 5.8427 0.0128 -0.0099 -0.0302
H -1.2636 1.5206 6.3397 -0.0065 -0.0006 -0.0297
H -0.0771 0.3817 4.5133 -0.0133 0.0062 0.0180
H 1.0747 2.4096 2.5174 0.0484 0.0029 -0.0075
H 3.5036 2.7182 2.8669 -0.0367 -0.0331 0.0023
H 5.0412 0.7893 2.6738 -0.0294 0.0088 0.0017
H 4.1416 -1.4474 2.1168 -0.0077 0.0232 -0.0203
H 1.7333 -1.7496 1.7211 0.0377 0.0278 -0.0111
H -2.4869 -1.6177 0.6436 -0.0356 0.0031 -0.0358
H -3.2711 -3.8859 1.2299 0.0259 0.0194 0.0129
H -2.1926 -5.1185 3.0839 0.0101 0.0215 -0.0039
H -0.3435 -4.0725 4.3493 -0.0234 0.0044 -0.0087
H 0.4306 -1.8138 3.7773 -0.0152 -0.0105 0.0197
F 0.2312 -3.4312 -6.9153 -0.0554 0.0752 -0.0566
C -0.2688 -2.3817 -6.2398 -0.0038 -0.0545 -0.0239
F -1.5309 -2.2024 -6.6550 0.1038 0.0343 -0.0011
F 0.4436 -1.3038 -6.6092 -0.0556 -0.0370 0.0238
C -0.1998 -2.6269 -4.7548 -0.0366 0.0918 0.1584
C 0.2977 -3.8255 -4.2864 0.0128 0.0263 0.0220
C 0.3620 -4.0660 -2.9174 0.0283 -0.0727 -0.0533
C -0.0963 -3.0855 -2.0718 -0.1962 0.0290 0.1978
N -0.5815 -1.9189 -2.5100 0.1286 0.1968 -0.1132
C -0.6353 -1.6520 -3.8298 0.0654 -0.3317 -0.0135
S -1.2426 -0.0842 -4.2573 0.0753 0.1486 0.0895
H 0.6359 -4.5766 -4.9880 -0.0130 0.0443 0.0185
H 0.7511 -4.9964 -2.5298 -0.0309 0.0196 0.0133
H -0.1071 -3.2298 -0.9951 0.0223 0.0426 -0.0175
N 2.9342 1.4608 -2.2961 0.0312 -0.0207 -0.0423
C 3.2586 0.2260 -1.7829 -0.0561 -0.0635 0.0868
C 2.0763 -0.3717 -1.4794 -0.0670 0.0017 -0.0401
N 1.0470 0.4755 -1.8059 -0.1680 0.0526 0.0523
C 1.5920 1.5717 -2.2966 0.1143 -0.1409 0.0669
C 0.7538 2.6641 -2.7404 0.0089 0.1744 -0.1543
N -0.5388 2.6246 -2.5123 -0.1675 -0.0225 0.1402
C -1.0758 3.7533 -3.0804 -0.0486 -0.0457 -0.0248
C -0.0811 4.4790 -3.6633 -0.0952 -0.0150 0.0663
N 1.0783 3.7752 -3.4369 0.0692 -0.0116 -0.0076
H 3.6010 2.1430 -2.6115 0.0115 0.0700 -0.0092
H 4.2759 -0.1062 -1.6675 -0.0460 0.0515 -0.0313
H 1.8938 -1.3498 -1.0706 0.0428 0.0366 0.0357
H -2.1335 3.9565 -3.0380 0.0701 0.0224 0.0114
H -0.0964 5.4127 -4.1988 0.0374 -0.0581 0.0120
H 1.9863 4.0363 -3.7805 0.0368 0.0032 -0.0024
```
Positions in Å, forces in eV/Å.

natural (NBO) population analysis, charges in e, atoms 1 to 5:
1. Sn 1.236
2. O -0.572
3. N -0.124
4. C 0.020
5. C -0.029



# 4
ORCA calculation (ωB97M-V/def2-TZVPD) on a molecular structure, C14H8Cl4HfN2O2S2 at a distorted geometry.

Output
energy above the lowest of the compared OMol25 structures with the same formula, charge and spin = 0.000 eV
net charge = +2
energy = -3482.8606 hartree
orbital gap (spin up / spin down) = 4.57 / 4.57 eV

The geometry in XYZ format:
```
33
Properties=species:S:1:pos:R:3:forces:R:3
Hf -0.1271 -0.1260 -0.3889 0.7021 3.7264 0.4190
C -3.7581 -1.0906 -0.6959 -2.7996 -4.0760 -0.6119
C -2.6817 -2.1337 -0.6588 0.7211 0.9969 -2.1806
N -1.3499 -1.7689 -0.6892 -1.3245 -3.7312 1.1285
C -0.5027 -2.9376 -0.8812 -2.1189 -1.5021 -1.8992
C -1.2425 -4.0398 -1.3422 0.7505 1.8036 1.2402
S -2.9394 -3.6945 -1.3043 0.7841 0.1908 0.8233
C 0.9601 -2.8129 -0.8192 1.0492 -1.5994 0.5247
C 1.9572 -3.7510 -1.0235 -1.0429 -0.1911 -0.9593
S 3.5555 -3.0689 -0.9411 -2.0184 0.9120 0.6169
C 2.8418 -1.5745 -0.4484 -1.5801 -0.7230 1.0513
N 1.4451 -1.6027 -0.3830 3.0991 0.2265 -0.6618
C 3.6289 -0.4316 -0.0530 1.3166 0.8725 -0.8001
H -3.4365 -0.1391 -0.5351 0.8857 2.7906 -0.4088
H -4.5929 -1.1981 -0.0110 0.4866 -0.4625 1.6329
H -4.5597 -1.3926 -1.4743 1.9814 1.2439 -0.1886
H -0.8847 -5.0308 -1.6063 -0.0403 0.2670 0.0576
H 1.8108 -4.7854 -1.3750 0.1648 0.7191 0.2991
H 4.7549 -0.5923 -0.0714 -1.4749 0.6317 -1.0659
H 3.5567 0.0114 0.8918 -0.6531 -0.8027 2.8803
H 3.0798 0.5045 -0.3227 1.2738 -0.2287 -1.5880
Cl -1.6565 5.9595 2.0340 -0.2697 0.3830 0.0465
C -0.8702 4.5575 1.5332 2.3801 -0.2899 0.0707
C 0.6057 4.5577 1.5995 -2.0867 1.1194 0.8230
Cl 1.5299 5.8778 2.2410 -0.8024 -0.3491 -0.3685
C 1.2700 3.4418 1.2349 0.8514 -2.2918 -0.9501
Cl 3.0143 3.2670 1.2249 -0.7572 0.3235 0.1082
C 0.5581 2.2966 0.8022 -1.1013 2.3707 0.7992
O 1.2050 1.2121 0.3898 -1.0508 -2.4245 -0.7005
C -0.8648 2.2957 0.7805 1.0877 -0.0469 -0.0383
O -1.4608 1.1181 0.3905 1.1950 -0.9710 -0.4817
C -1.5841 3.4294 1.0881 0.4107 1.8583 0.3253
Cl -3.2621 3.6417 0.8139 -0.0191 -0.7460 0.0565
```
Positions in Å, forces in eV/Å.

natural (NBO) population analysis, charges in e, atoms 1 to 5:
1. Hf 2.741
2. C -0.724
3. C 0.155
4. N -0.792
5. C 0.111